Formula: C4H18O6
Source: the Open Molecules 2025 dataset
Level of theory: ωB97M-V/def2-TZVPD

XYZ file:
```
28
C4H18O6 (ωB97M-V/def2-TZVPD)
C -1.11 -1.70 -1.75
C -1.72 1.79 -0.29
O -0.63 2.36 0.47
C -1.52 0.32 -0.41
C -1.56 -0.27 -1.59
H -0.12 -1.57 -2.20
H -1.20 -2.36 -0.89
H -1.59 -2.25 -2.57
H -2.61 2.14 0.26
H -1.88 2.33 -1.23
H 0.13 2.02 0.01
H -1.20 -0.22 0.47
H -1.87 0.24 -2.49
H -0.42 1.80 2.09
H -1.51 1.42 3.27
O -0.60 1.39 2.94
H 1.76 0.52 -2.12
H 2.35 0.80 -0.82
O 2.03 1.25 -1.58
H 1.68 -0.94 1.65
H 2.88 -0.36 0.92
O 2.04 -0.83 0.76
H -0.48 -1.45 2.83
H 0.30 -0.14 3.11
O 0.37 -1.12 3.16
H 2.93 -1.75 -1.47
H 1.58 -1.81 -0.84
O 1.99 -1.61 -1.69
```

Values from the calculation:
HOMO-LUMO gap (eV): 9.930
Lowest unoccupied orbital energy (eV): 0.40
Charge: 0
DFT total energy (Eh): -614.606985
Energy relative to the best compared isomer or geometry (same formula, charge and spin) (kJ/mol): 76.2

Here are the Löwdin charges for atoms 1 to 5, given in e:
1. C -0.096
2. C -0.228
3. O -0.090
4. C -0.110
5. C -0.140

---

Formula: C4H18O7S2
Source: the Open Molecules 2025 dataset
Level of theory: ωB97M-V/def2-TZVPD

XYZ file:
```
31
C4H18O7S2 (ωB97M-V/def2-TZVPD)
C 0.52 -1.26 -1.37
C 0.49 0.25 -1.37
O -0.48 0.86 -2.04
O 1.36 0.96 -0.89
C 0.27 -1.91 0.01
S -1.48 -1.22 0.36
S -2.21 -1.37 2.21
C -1.47 0.00 2.99
H -0.33 -1.71 -1.87
H 1.50 -1.40 -1.85
H -0.81 1.77 -1.90
H 0.32 -3.02 0.06
H 0.81 -1.54 0.89
H -1.64 0.94 2.44
H -1.91 0.08 4.01
H -0.37 0.00 3.09
H -2.95 2.28 -1.85
H -2.96 2.82 -0.54
O -2.31 2.68 -1.25
H -3.51 -1.29 -1.58
H -3.71 0.05 -2.21
O -4.12 -0.54 -1.55
H 4.59 -0.18 -0.47
H 3.43 0.89 -0.14
O 4.34 0.76 -0.46
H 1.01 2.56 0.15
H 1.20 2.59 1.64
O 0.55 2.82 0.97
H 3.09 -2.14 1.59
H 3.52 -2.80 0.29
O 3.27 -1.93 0.65
```

Values from the calculation:
Spin multiplicity: 2
HOMO-LUMO gap (spin up / spin down) (eV): 1.777 / 8.176
Lowest unoccupied orbital energy (spin up / spin down) (eV): 2.16 / 2.12
Charge: -1
DFT total energy (Eh): -1486.218988
<S²>: 0.750

Here are the Löwdin charges for atoms 1 to 5, given in e:
1. C -0.220
2. C -0.559
3. O 0.070
4. O 0.036
5. C -0.439

---

Formula: C4H19NSi4
Source: the Open Molecules 2025 dataset
Level of theory: ωB97M-V/def2-TZVPD

XYZ file:
```
28
C4H19NSi4 (ωB97M-V/def2-TZVPD)
C -1.96 1.49 -2.21
C 1.87 -1.53 -1.89
C -2.72 0.86 1.56
C -0.20 -0.64 2.51
N -0.04 1.30 0.27
Si -0.21 1.67 -1.38
Si 2.23 -2.07 -0.11
Si 2.79 -0.01 0.88
Si -1.11 0.12 0.92
H -2.09 1.30 -3.25
H -2.41 0.71 -1.74
H -2.42 2.47 -2.01
H 0.77 -1.22 -1.90
H 2.71 -1.01 -2.43
H 1.75 -2.43 -2.56
H -3.00 0.32 2.44
H -2.63 2.00 1.94
H -3.59 0.88 0.96
H 0.47 0.00 3.01
H -0.96 -0.87 3.30
H 0.29 -1.61 2.31
H 0.22 2.98 -1.87
H 0.72 0.64 -2.14
H 1.26 -2.83 0.68
H 3.47 -2.85 -0.05
H 3.13 0.22 2.37
H 2.80 1.25 0.23
H -1.12 -1.13 0.16
```

Values from the calculation:
HOMO-LUMO gap (spin up / spin down) (eV): 5.525 / 5.764
Lowest unoccupied orbital energy (spin up / spin down) (eV): -2.18 / -2.11
Charge: 0
DFT total energy (Eh): -1376.370760
Energy relative to the best compared isomer or geometry (same formula, charge and spin) (kJ/mol): 157.3

Here are the Löwdin charges for atoms 1 to 5, given in e:
1. C -0.243
2. C -0.357
3. C -0.218
4. C -0.263
5. N -0.330

---

> Which value of charge does entry 1 give?

0

---

Please write out number 1 again, unchanged.
Formula: C4H18O6
Source: the Open Molecules 2025 dataset
Level of theory: ωB97M-V/def2-TZVPD

XYZ file:
```
28
C4H18O6 (ωB97M-V/def2-TZVPD)
C -1.11 -1.70 -1.75
C -1.72 1.79 -0.29
O -0.63 2.36 0.47
C -1.52 0.32 -0.41
C -1.56 -0.27 -1.59
H -0.12 -1.57 -2.20
H -1.20 -2.36 -0.89
H -1.59 -2.25 -2.57
H -2.61 2.14 0.26
H -1.88 2.33 -1.23
H 0.13 2.02 0.01
H -1.20 -0.22 0.47
H -1.87 0.24 -2.49
H -0.42 1.80 2.09
H -1.51 1.42 3.27
O -0.60 1.39 2.94
H 1.76 0.52 -2.12
H 2.35 0.80 -0.82
O 2.03 1.25 -1.58
H 1.68 -0.94 1.65
H 2.88 -0.36 0.92
O 2.04 -0.83 0.76
H -0.48 -1.45 2.83
H 0.30 -0.14 3.11
O 0.37 -1.12 3.16
H 2.93 -1.75 -1.47
H 1.58 -1.81 -0.84
O 1.99 -1.61 -1.69
```

Values from the calculation:
HOMO-LUMO gap (eV): 9.930
Lowest unoccupied orbital energy (eV): 0.40
Charge: 0
DFT total energy (Eh): -614.606985
Energy relative to the best compared isomer or geometry (same formula, charge and spin) (kJ/mol): 76.2

Here are the Löwdin charges for atoms 1 to 5, given in e:
1. C -0.096
2. C -0.228
3. O -0.090
4. C -0.110
5. C -0.140